Record 1
Density functional theory data (the ωB97M-V functional and the def2-TZVPD basis) for C31H86F3HfN6O15S as an isolated structure in a non-equilibrium geometry.

Structure (XYZ):
```
143
Properties=species:S:1:pos:R:3
Hf -3.4387 -2.0430 6.6226
C 0.5744 -0.9324 -0.1221
F 1.3747 -0.8295 0.9644
F 0.9185 -0.0359 -1.0683
F 0.5413 -2.1602 -0.5820
S -1.2564 -0.5011 0.2836
O -1.3775 0.9414 0.0503
O -2.1512 -1.2703 -0.5816
O -1.3728 -0.9248 1.7532
C -1.4574 -6.3197 2.7937
O -1.1831 -5.6211 3.9687
H -0.5319 -6.4433 2.2314
H -1.9512 -7.2693 3.0003
H -2.1232 -5.7677 2.1304
H -0.3045 -5.9921 4.0788
C -2.2956 7.3531 4.3331
O -2.4882 6.4900 5.4225
H -2.3620 6.7730 3.4126
H -3.0934 8.0939 4.2802
H -1.3368 7.8707 4.3031
H -2.5052 7.0661 6.1903
C -7.8405 3.5988 3.7671
C -7.5858 2.1679 3.3238
C -7.7396 1.9538 1.8399
O -7.8541 0.5583 1.4320
C -8.1119 0.4421 0.0512
N -6.2328 1.8477 3.8204
H -8.8928 3.8823 3.7849
H -7.3042 4.3102 3.1391
H -7.3996 3.8439 4.7334
H -8.3392 1.5403 3.7998
H -6.9866 2.4811 1.2542
H -8.6421 2.4564 1.4921
H -7.5041 1.1428 -0.5213
H -9.1136 0.8482 -0.0891
H -7.9698 -0.5275 -0.4260
H -6.1592 2.4211 4.6486
H -5.6713 2.3119 3.1209
C 8.7684 8.4131 1.1041
C 8.1740 8.2557 -0.3256
C 7.9688 6.7589 -0.6736
O 7.6844 6.6065 -2.0657
C 7.7639 5.3161 -2.4844
N 6.9994 9.1036 -0.3808
H 9.6186 7.7343 1.1707
H 8.0301 8.1231 1.8516
H 9.2205 9.3766 1.3393
H 8.8254 8.6463 -1.1074
H 7.2769 6.2254 -0.0218
H 8.9010 6.2291 -0.4776
H 8.7024 4.8217 -2.2337
H 7.5826 5.2640 -3.5580
H 6.9508 4.7486 -2.0319
H 6.3496 8.6641 0.2553
H 6.5586 8.8948 -1.2653
C -0.4431 -1.1069 -10.3815
C -0.8206 -2.0286 -9.1930
C 0.1764 -1.8254 -8.0718
O 1.4884 -2.2157 -8.4862
C 2.4587 -2.4164 -7.4385
N -2.1628 -1.6116 -8.7734
H 0.5919 -1.2544 -10.6898
H -0.4107 -0.0474 -10.1275
H -1.0254 -1.1848 -11.2997
H -0.8024 -3.0735 -9.5027
H -0.0785 -2.4072 -7.1860
H 0.2369 -0.7871 -7.7457
H 3.3682 -2.8413 -7.8632
H 2.1817 -3.0966 -6.6331
H 2.6694 -1.4468 -6.9871
H -2.7965 -2.0834 -9.4026
H -2.4358 -2.2207 -8.0154
C -6.8784 3.7062 -6.4706
C -5.5560 4.1885 -7.0953
C -4.3655 4.1062 -6.0857
O -3.1624 4.6831 -6.6262
C -2.0527 4.5817 -5.7344
N -5.1948 3.4686 -8.2974
H -7.5649 4.1412 -7.1969
H -7.0609 4.1167 -5.4776
H -7.0485 2.6388 -6.3297
H -5.6964 5.2397 -7.3470
H -4.2097 3.0975 -5.7032
H -4.6362 4.6460 -5.1783
H -2.2243 5.0915 -4.7863
H -1.1518 4.9515 -6.2242
H -1.9226 3.5631 -5.3689
H -4.8037 2.6106 -7.9353
H -4.3142 3.8633 -8.5954
C 8.9456 -2.2285 -0.4724
C 9.9917 -2.1939 0.6702
C 11.1702 -1.1945 0.4993
O 12.1504 -1.5719 -0.4820
C 13.2944 -2.2576 -0.0666
N 9.3202 -2.1428 1.9528
H 9.4155 -2.4073 -1.4395
H 8.3406 -1.3221 -0.4977
H 8.2281 -3.0378 -0.3376
H 10.5888 -3.1009 0.5761
H 11.7392 -1.1027 1.4244
H 10.8480 -0.2060 0.1720
H 13.1969 -3.1411 0.5642
H 13.8958 -1.5521 0.5068
H 13.9156 -2.4745 -0.9356
H 10.0288 -1.8982 2.6297
H 8.8199 -1.2655 1.9398
C 2.2813 -3.1434 10.3846
C 1.3711 -2.1292 9.6729
C 2.0156 -1.6916 8.3261
O 1.0111 -1.0417 7.5078
C 1.3374 0.3550 7.2021
N 0.1440 -2.9111 9.3609
H 2.3378 -4.0002 9.7133
H 1.8886 -3.3822 11.3730
H 3.2346 -2.6313 10.5149
H 1.2492 -1.1999 10.2292
H 2.3304 -2.4961 7.6614
H 2.9576 -1.1955 8.5597
H 0.6306 0.9242 6.5983
H 2.3260 0.2910 6.7474
H 1.5100 0.8690 8.1476
H -0.2181 -2.9807 10.3012
H 0.5873 -3.8185 9.3471
C -4.9230 -7.8327 -3.4936
C -4.0088 -6.7501 -4.0527
O -4.8183 -5.5785 -4.2137
O -5.2201 -7.6163 -2.0641
H -4.4914 -8.8326 -3.5367
H -5.7855 -7.8057 -4.1595
H -3.7387 -7.0542 -5.0640
H -3.1360 -6.6250 -3.4119
H -4.7235 -5.1001 -3.3868
H -4.9271 -8.4145 -1.6184
C -7.2333 -5.6193 4.6406
C -6.6289 -6.5033 5.8221
O -5.8601 -5.7918 6.8149
O -6.4146 -4.4885 4.3758
H -8.2611 -5.3493 4.8832
H -7.3012 -6.3347 3.8210
H -6.0083 -7.2758 5.3680
H -7.3315 -7.1653 6.3283
H -5.8570 -6.3752 7.5774
H -6.7768 -4.1923 3.5375
```

For the HOMO energy, the calculation gives -13.361 eV. As for the charge: +3. For the LUMO energy, the calculation gives -0.455 hartree. The HOMO-LUMO gap comes out at 0.991 eV. As for the spin multiplicity: 1. The electronic energy is -93438.5354 eV.

Atomic partial charges in e from the Mulliken method, atoms 1 to 2: 1.685 0.642


Record 2
Density functional theory data (the ωB97M-V functional and the def2-TZVPD basis) for a 11-piece molecular cluster, H22O11 overall.

Structure (XYZ):
```
33
Properties=species:S:1:pos:R:3
O -2.3721 -0.7079 2.0741
H -3.2663 -0.3684 2.1881
H -1.8903 0.0175 1.6542
O 3.2482 0.5077 1.7940
H 4.2092 0.4723 1.8131
H 2.9481 -0.4114 1.6697
O 2.1659 -1.7836 0.5218
H 2.8333 -2.4782 0.5813
H 2.3197 -1.3666 -0.3445
O 0.0230 -0.2052 -0.4928
H 0.3833 0.1713 0.3337
H -0.3191 0.5545 -0.9856
O 0.3612 3.2736 0.2127
H 0.6295 3.9807 0.8075
H -0.0241 2.6001 0.7899
O -1.7911 -1.9580 -1.7700
H -1.7285 -2.7337 -1.1886
H -1.5300 -1.2140 -1.2092
O -0.1388 -3.3484 0.1182
H 0.6628 -3.8693 0.0396
H 0.1716 -2.4378 0.1429
O 0.6021 1.0515 1.9453
H 1.5670 0.9595 2.1245
H 0.1782 0.8757 2.7945
O 1.1486 -2.0268 -2.3843
H 0.4888 -1.6041 -1.8254
H 0.6771 -2.2146 -3.2005
O -0.9111 2.7254 -2.7708
H -0.0934 3.1570 -2.4989
H -1.4526 2.7123 -1.9689
O -2.6974 1.8818 -0.5231
H -3.0300 2.5928 0.0378
H -3.3730 1.1944 -0.4804
```

For the HOMO energy, the calculation gives -10.349 eV. For the LUMO energy, the calculation gives -0.001 hartree. The HOMO-LUMO gap comes out at 10.313 eV. Its SMILES is O.O.O.O.O.O.O.O.O.O.O. As for the energy above the lowest of the compared OMol25 structures with the same formula, charge and spin: 97.1 kJ/mol. As for the spin multiplicity: 1. The electronic energy is -22880.5071 eV.

Atomic partial charges in e from the Mulliken method, atoms 1 to 2: -0.594 0.297


Record 3
Density functional theory data (the ωB97M-V functional and the def2-TZVPD basis) for a 2-piece molecular cluster, C2H10NO overall in a non-equilibrium geometry.

Structure (XYZ):
```
14
Properties=species:S:1:pos:R:3
C 1.2041 -0.9989 0.7113
N -0.1371 -0.6956 0.1407
C 0.0324 -0.1542 -1.2620
H 1.1019 -1.4147 1.7072
H 1.6912 -1.7411 0.1255
H 1.7649 -0.0845 0.7193
H -0.6060 0.0143 0.7292
H -0.7888 -1.4615 0.1063
H 1.0707 -0.1467 -1.5746
H -0.3286 0.8532 -1.3555
H -0.5847 -0.7718 -1.9129
H -1.0287 2.7336 0.9517
H -2.1012 2.0296 0.2139
O -1.2901 1.8383 0.7000
```

For the HOMO energy, the calculation gives -16.378 eV. As for the charge: +1. For the LUMO energy, the calculation gives -0.119 hartree. The HOMO-LUMO gap comes out at 13.139 eV. As for the energy above the lowest of the compared OMol25 structures with the same formula, charge and spin: 40.1 kJ/mol. As for the spin multiplicity: 1. The electronic energy is -5767.2667 eV.

Atomic partial charges in e from the Mulliken method, atoms 1 to 2: -1.014 -0.098


Copy entry 3 word for word.
Density functional theory data (the ωB97M-V functional and the def2-TZVPD basis) for a 2-piece molecular cluster, C2H10NO overall in a non-equilibrium geometry.

Structure (XYZ):
```
14
Properties=species:S:1:pos:R:3
C 1.2041 -0.9989 0.7113
N -0.1371 -0.6956 0.1407
C 0.0324 -0.1542 -1.2620
H 1.1019 -1.4147 1.7072
H 1.6912 -1.7411 0.1255
H 1.7649 -0.0845 0.7193
H -0.6060 0.0143 0.7292
H -0.7888 -1.4615 0.1063
H 1.0707 -0.1467 -1.5746
H -0.3286 0.8532 -1.3555
H -0.5847 -0.7718 -1.9129
H -1.0287 2.7336 0.9517
H -2.1012 2.0296 0.2139
O -1.2901 1.8383 0.7000
```

For the HOMO energy, the calculation gives -16.378 eV. As for the charge: +1. For the LUMO energy, the calculation gives -0.119 hartree. The HOMO-LUMO gap comes out at 13.139 eV. As for the energy above the lowest of the compared OMol25 structures with the same formula, charge and spin: 40.1 kJ/mol. As for the spin multiplicity: 1. The electronic energy is -5767.2667 eV.

Atomic partial charges in e from the Mulliken method, atoms 1 to 2: -1.014 -0.098